1.
Here is a structure of composition C4H7NO from the OMol25 dataset. Energies are from wB97M-V/def2-TZVPD.

Each line ends with the Löwdin charge.
Cartesian coordinates (Å):
C 1.74 0.56 -0.85  -0.08
C 0.47 0.42 -0.08  -0.07
N -1.91 0.16 -0.01  0.11
C -1.52 -0.66 0.99  -0.17
C -0.18 -0.81 -0.07  -0.48
O -0.07 -1.84 -0.68  0.06
H 1.85 1.59 -1.20  0.08
H 1.73 -0.12 -1.70  0.09
H 2.61 0.33 -0.23  0.09
H 0.23 1.17 0.67  0.11
H -1.78 1.14 0.24  0.06
H -1.91 -1.67 0.95  0.11
H -1.27 -0.28 1.99  0.11

Energy above the lowest of the compared OMol25 structures with the same formula, charge and spin   97.7 kcal/mol
E_HOMO (spin up / spin down)   -8.57 / -8.57 eV
F_max   0.67 eV Å⁻¹
Charge   0
Calculated total energy   -7795.4071 eV
Orbital gap (spin up / spin down)   7.885 / 7.882 eV

2.
Here is a cluster of 2 separate species, C4H7NO in total at a distorted geometry from the OMol25 dataset. Energies are from wB97M-V/def2-TZVPD.

Each line ends with the Löwdin charge.
Cartesian coordinates (Å):
N 2.38 -1.93 -0.18  0.14
C 1.58 -1.19 0.21  -0.23
C 0.56 -0.25 0.60  -0.23
C -0.17 0.42 -0.84  -0.05
C 0.68 1.15 0.09  -0.18
H 0.28 -0.36 1.66  0.15
H -1.12 0.88 -1.13  0.11
H 0.22 -0.21 -1.62  0.10
H 0.08 1.81 0.71  0.12
H 1.64 1.54 -0.22  0.11
O -2.19 -0.29 0.41  -0.09
H -2.61 -0.85 -0.25  0.05
H -1.33 -0.72 0.55  -0.01

Energy above the lowest of the compared OMol25 structures with the same formula, charge and spin   79.3 kcal/mol
E_HOMO   -9.94 eV
F_max   1.45 eV Å⁻¹
Charge   0
Calculated total energy   -7796.2047 eV
Orbital gap   10.689 eV